Molecular formula: C23H52O4P4Tl
Method: DFT, ωB97M-V/def2-TZVPD

```
! wB97M-V def2-TZVPD RIJCOSX def2/J DEFGRID3
* xyz 3 1
Tl -0.03 0.48 0.33
P -1.15 2.68 1.30
P -0.47 -1.51 2.48
P 0.31 0.70 -2.41
H -2.52 -3.46 -0.50
C -1.88 -3.34 -1.40
C -0.78 -4.08 -1.60
H -0.49 -4.85 -0.89
C -2.92 2.43 1.01
C -0.88 2.88 3.07
C -0.56 4.14 0.41
C -0.35 -3.34 2.41
C 0.42 -1.22 4.06
C -2.20 -1.37 3.07
C 0.59 -0.68 -3.57
C 1.53 1.96 -2.89
C -1.28 1.37 -2.99
H -2.22 -2.59 -2.13
H -0.16 -3.95 -2.48
H -3.53 3.26 1.40
H -3.26 1.50 1.48
H -3.08 2.34 -0.08
H -1.30 3.81 3.47
H 0.21 2.88 3.25
H -1.32 2.03 3.60
H -0.93 5.08 0.84
H -0.87 4.10 -0.64
H 0.54 4.15 0.46
H -0.90 -3.78 3.25
H 0.70 -3.65 2.47
H -0.78 -3.71 1.47
H -0.14 -1.66 4.90
H 0.55 -0.15 4.24
H 1.42 -1.69 4.01
H -2.34 -2.01 3.96
H -2.89 -1.70 2.28
H -2.44 -0.33 3.33
H 0.43 -0.36 -4.60
H -0.08 -1.51 -3.33
H 1.63 -1.03 -3.46
H 1.56 2.08 -3.99
H 2.53 1.67 -2.53
H 1.27 2.94 -2.44
H -1.26 1.56 -4.07
H -1.55 2.30 -2.47
H -2.07 0.64 -2.78
C -5.01 2.14 -2.78
C -6.38 2.39 -2.56
C -7.32 1.70 -3.33
C -6.88 0.77 -4.29
C -5.52 0.60 -4.56
C -4.57 1.37 -3.86
O -4.06 2.55 -1.88
H -4.51 2.99 -1.12
H -6.69 3.11 -1.78
H -8.39 1.89 -3.19
H -7.62 0.17 -4.85
H -5.16 -0.11 -5.33
H -3.52 1.36 -4.11
C 4.27 -3.84 -0.19
C 3.27 -2.71 -0.10
O 3.78 -1.49 -0.78
P 4.20 0.01 -0.28
O 5.67 -0.16 0.42
C 6.21 -1.29 1.19
C 5.48 -1.67 2.44
O 3.27 0.27 1.09
C 3.47 1.56 1.76
C 3.35 1.38 3.24
H 4.79 -3.79 -1.14
H 3.79 -4.81 -0.13
H 5.00 -3.82 0.63
H 2.36 -2.95 -0.66
H 3.00 -2.45 0.93
H 6.32 -2.15 0.51
H 7.21 -0.93 1.46
H 4.55 -2.21 2.23
H 6.14 -2.34 3.00
H 5.28 -0.79 3.06
H 4.46 1.95 1.49
H 2.71 2.26 1.36
H 4.17 0.75 3.60
H 3.44 2.36 3.71
H 2.39 0.93 3.51
*
```

Computed properties:
* highest occupied orbital energy: -14.7 eV
* LUMO level: -0.433 Eh
* HOMO-LUMO gap: 2.960 eV



Molecular formula: C23H54BaN3O6
Method: DFT, ωB97M-V/def2-TZVPD

```
! wB97M-V def2-TZVPD RIJCOSX def2/J DEFGRID3
* xyz 1 1
Ba -15.93 -33.42 14.58
C -14.59 -30.94 18.68
C -15.66 -30.12 17.99
C -15.90 -28.81 18.89
C -14.83 -27.75 18.82
C -14.64 -27.43 17.32
C -14.35 -28.61 16.33
N -15.31 -29.70 16.60
O -15.45 -30.77 15.63
C -12.84 -29.06 16.33
C -14.61 -27.94 14.91
C -16.98 -30.88 18.14
H -14.27 -31.72 17.98
H -15.03 -31.45 19.54
H -13.76 -30.38 19.11
H -16.00 -29.04 19.95
H -16.89 -28.42 18.66
H -13.88 -28.13 19.20
H -15.14 -26.84 19.35
H -13.77 -26.77 17.21
H -15.48 -26.80 17.03
H -12.55 -29.67 17.19
H -12.16 -28.21 16.26
H -12.64 -29.69 15.46
H -15.66 -27.66 14.84
H -14.51 -28.64 14.08
H -13.99 -27.10 14.59
H -16.97 -31.86 17.66
H -17.74 -30.34 17.58
H -17.28 -30.97 19.19
C -11.73 -33.30 17.76
C -12.05 -33.30 16.22
O -13.43 -32.99 15.99
H -11.90 -32.31 18.18
H -10.67 -33.49 17.96
H -12.40 -33.95 18.31
H -11.79 -34.29 15.86
H -11.38 -32.58 15.74
H -13.54 -32.05 16.13
C -15.82 -35.18 17.84
O -16.75 -34.67 16.88
C -18.04 -34.48 17.46
C -19.03 -33.99 16.33
N -18.63 -32.75 15.58
C -19.42 -32.51 14.36
C -18.91 -31.19 13.70
O -17.49 -31.33 13.35
C -16.98 -30.07 12.85
H -15.79 -34.59 18.76
H -14.86 -35.26 17.35
H -16.12 -36.21 18.03
H -18.02 -33.79 18.30
H -18.47 -35.40 17.86
H -19.99 -33.90 16.84
H -19.15 -34.79 15.60
H -18.67 -31.98 16.23
H -20.49 -32.38 14.53
H -19.44 -33.35 13.66
H -19.18 -30.35 14.34
H -19.45 -31.12 12.76
H -17.61 -29.67 12.06
H -16.03 -30.29 12.34
H -16.86 -29.40 13.69
C -12.93 -31.86 12.77
O -14.16 -32.52 12.63
C -14.34 -33.09 11.35
C -15.87 -33.11 10.99
N -16.71 -33.93 11.87
C -16.38 -35.34 11.73
C -17.31 -36.29 12.44
O -17.29 -35.98 13.85
C -17.98 -36.97 14.56
H -13.01 -30.90 12.25
H -12.03 -32.37 12.41
H -12.70 -31.63 13.81
H -13.92 -34.10 11.33
H -13.74 -32.64 10.56
H -15.94 -33.37 9.93
H -16.24 -32.09 11.04
H -17.65 -33.87 11.48
H -15.32 -35.49 11.96
H -16.45 -35.43 10.65
H -17.09 -37.34 12.25
H -18.32 -36.19 12.03
H -19.07 -36.88 14.56
H -17.67 -37.02 15.60
H -17.71 -37.97 14.22
*
```

Computed properties:
* highest occupied orbital energy: -7.7 eV
* LUMO level: -0.086 Eh
* HOMO-LUMO gap: 5.375 eV



Molecular formula: C23H54BrN7O7P4
Method: DFT, ωB97M-V/def2-TZVPD

```
! wB97M-V def2-TZVPD RIJCOSX def2/J DEFGRID3
* xyz 0 1
C 3.14 2.40 2.32
C 3.21 1.58 1.28
C 3.81 1.97 -0.10
P 2.82 3.32 -0.98
C 3.09 4.89 0.03
C 0.99 3.02 -0.84
C 0.53 1.58 -1.18
C 3.71 0.72 -1.07
O 3.10 -0.28 -0.93
N 4.59 1.11 -2.13
C 5.60 2.09 -1.67
P 7.28 1.66 -2.32
O 8.36 2.25 -1.53
O 7.39 2.30 -3.85
O 7.46 0.04 -2.55
C 5.39 2.05 -0.12
C 6.10 3.08 0.81
C 6.89 2.26 1.89
O 6.39 2.05 2.91
Br 8.67 1.53 1.57
H 3.46 3.45 2.31
H 2.69 2.03 3.25
H 2.78 0.58 1.39
H 2.41 4.86 0.91
H 2.77 5.76 -0.58
H 4.15 5.04 0.30
H 0.58 3.31 0.16
H 0.52 3.70 -1.59
H -0.56 1.50 -1.37
H 0.77 0.93 -0.31
H 1.05 1.15 -2.06
H 4.95 0.20 -2.44
H 5.43 3.12 -2.05
H 6.59 2.84 -3.95
H 7.24 -0.12 -3.49
H 5.70 1.03 0.19
H 6.84 3.72 0.28
H 5.42 3.71 1.40
C -2.32 -4.24 0.03
N -2.51 -3.37 -1.11
C -3.92 -3.40 -1.49
P -1.44 -3.19 -2.44
O -1.83 -1.75 -2.77
N 0.14 -2.76 -1.87
C 0.29 -2.15 -0.55
C 0.90 -1.97 -2.84
N -1.00 -4.92 -2.36
C 0.35 -5.39 -2.07
C -1.49 -5.62 -3.56
H -2.58 -5.29 -0.19
H -2.95 -3.91 0.86
H -1.30 -4.23 0.41
H -4.20 -4.38 -1.91
H -4.15 -2.64 -2.24
H -4.57 -3.20 -0.63
H -0.43 -1.34 -0.38
H 1.29 -1.75 -0.41
H 0.16 -2.90 0.24
H 0.60 -0.92 -2.84
H 0.76 -2.37 -3.85
H 1.97 -2.02 -2.61
H 1.09 -5.07 -2.80
H 0.36 -6.49 -2.05
H 0.68 -5.08 -1.07
H -0.91 -5.35 -4.45
H -2.54 -5.37 -3.74
H -1.44 -6.71 -3.43
C -4.56 -1.54 2.47
N -3.54 -0.54 2.74
C -2.73 -0.98 3.88
P -3.75 1.17 2.66
O -2.30 1.49 2.31
N -4.35 1.61 1.09
C -4.15 0.71 -0.04
C -3.95 2.96 0.69
N -5.42 1.02 3.25
C -6.60 1.40 2.48
C -5.54 1.62 4.60
H -5.24 -1.68 3.32
H -4.09 -2.50 2.26
H -5.16 -1.30 1.60
H -3.32 -0.95 4.81
H -1.86 -0.34 4.01
H -2.36 -2.00 3.73
H -3.12 0.34 -0.11
H -4.39 1.20 -0.99
H -4.83 -0.14 0.01
H -2.92 3.00 0.32
H -4.04 3.65 1.54
H -4.62 3.34 -0.10
H -6.61 2.47 2.22
H -7.50 1.19 3.05
H -6.69 0.81 1.57
H -5.47 2.72 4.55
H -4.73 1.26 5.24
H -6.48 1.34 5.08
*
```

Computed properties:
* highest occupied orbital energy: -7.9 eV
* LUMO level: -0.018 Eh
* HOMO-LUMO gap: 7.403 eV
* structure (SMILES): C=C[C@]1(P(C)CC)C(=O)N[C@H](P(=O)(O)O)[C@H]1CC(=O)Br.CN(C)P(=O)(N(C)C)N(C)C.CN(C)P(=O)(N(C)C)N(C)C